DFT (wB97M-V/def2-TZVPD) results for a 12-piece molecular cluster, H24O12 overall.

SMILES string: O.O.O.O.O.O.O.O.O.O.O.O
HOMO: -10.10 eV
Energy: -917.1284 Eh
Energy relative to the best compared isomer or geometry (same formula, charge and spin): 5.3594 eV
Maximum force: 0.0987 hartree/bohr

Structure (ORCA input):
```
! RIJCOSX wB97M-V def2-TZVPD def2/J DEFGRID3
* xyz 0 1
O -3.9214 -0.5178 -3.1336
O -0.2936 -0.3713 -0.1293
O 0.9096 -4.7819 0.2719
O 3.1414 1.4875 1.5611
O 0.2541 -2.8023 3.2018
O -1.8723 -0.5472 -2.6999
O 1.9171 2.9211 -1.0417
O 2.9007 0.4215 -3.0148
O -1.4036 2.6670 2.9559
O -0.1814 2.3857 -0.5270
O -4.0244 0.5630 0.8417
O 2.4409 -1.8631 1.9097
H 2.6617 2.6236 -1.5320
H -2.0258 2.7632 2.2225
H -1.7648 0.1873 -3.2271
H 2.0099 0.1682 -2.9668
H -0.9772 0.1649 0.4408
H 0.8450 -3.8279 0.5797
H 2.8340 1.5475 2.4682
H 1.5566 -4.9041 -0.3932
H 2.1584 2.4569 -0.1600
H -0.0515 0.3141 -0.8253
H -1.0326 3.5314 3.0134
H -0.1420 -2.5974 3.9987
H -3.9491 -0.3206 0.5103
H 0.1299 1.8342 0.2311
H 3.9862 1.7680 1.5372
H 0.6955 -1.9704 2.8692
H 2.6611 -1.6496 0.9723
H 0.4344 2.3167 -1.2584
H -1.9162 -1.3033 -3.2855
H 3.0010 1.0799 -3.7101
H -3.4019 0.2691 -2.8989
H 2.8085 -1.1057 2.3319
H -4.9228 0.4394 1.3146
H -4.5353 -0.2833 -3.7996
*
```

Here are the Mulliken charges for atoms 1 to 8, given in e:
1 O -0.554
2 O -0.570
3 O -0.642
4 O -0.601
5 O -0.599
6 O -0.637
7 O -0.651
8 O -0.631

DFT (wB97M-V/def2-TZVPD) results for a 12-piece molecular cluster, H24O12 overall.

SMILES string: O.O.O.O.O.O.O.O.O.O.O.O
HOMO: -9.36 eV
Energy: -917.0873 Eh
Energy relative to the best compared isomer or geometry (same formula, charge and spin): 6.4770 eV
Maximum force: 0.1271 hartree/bohr

Structure (ORCA input):
```
! RIJCOSX wB97M-V def2-TZVPD def2/J DEFGRID3
* xyz 0 1
O 4.7368 2.0160 1.6831
O -0.7620 -0.1689 2.7784
O 1.1223 -0.3441 1.1626
O -1.5217 4.9371 -1.9380
O 3.8323 -2.3125 -2.5676
O 1.5180 -4.3389 -0.8265
O 1.9854 1.5876 1.5262
O -3.4687 -1.9587 -0.2382
O -2.1750 1.9868 -0.7270
O 0.0592 0.9574 -0.9443
O -1.5865 -0.5174 -1.7598
O -3.7089 -1.7675 1.9654
H -1.8031 4.4828 -2.7565
H 1.8066 1.6651 0.5287
H 3.4264 -2.6847 -1.8397
H -0.2482 0.0183 3.5727
H -2.2978 -0.8601 -2.1922
H -3.4381 -1.7309 -1.1771
H 0.5581 0.2911 -0.3298
H 1.7622 -3.3444 -0.9372
H 2.8297 1.2070 1.7653
H 1.0125 0.2002 1.8945
H 4.6294 1.1651 1.2490
H -2.9536 1.7778 -0.2262
H 4.1104 -1.4078 -2.3042
H -1.0499 5.7201 -2.2289
H -4.0796 -2.7691 -0.2426
H 5.0647 2.5997 1.0785
H -1.5855 -0.5438 3.0854
H 0.3351 -0.8701 0.9011
H -1.7893 2.8931 -0.4088
H -2.9050 -1.5154 1.4938
H -3.4660 -1.5113 2.8050
H -1.0128 -1.1789 -1.4070
H -0.3339 0.4727 -1.6239
H 1.1781 -4.6913 -1.6151
*
```

Here are the Mulliken charges for atoms 1 to 8, given in e:
1 O -0.605
2 O -0.516
3 O -0.687
4 O -0.605
5 O -0.604
6 O -0.599
7 O -0.686
8 O -0.567